Here is C16H23FeN4O2P as an isolated structure in a non-equilibrium geometry from the Open Molecules 2025 dataset. Energies are from the ωB97M-V functional and the def2-TZVPD basis.

```
47
Properties=species:S:1:pos:R:3:lowdin_charge:R:1
Fe 0.01274 -0.69783 0.72789 0.5416
C -1.68769 4.68747 1.76997 -0.0279
C -1.29192 3.94069 0.66734 -0.0617
C -1.02016 2.59411 0.81849 -0.0520
C -1.15689 1.98449 2.06068 -0.2371
C -1.54262 2.73560 3.17103 0.0139
C -1.80477 4.08396 3.01820 -0.0230
N -0.88334 0.59636 2.12970 0.0017
N -1.19588 0.03693 3.18730 0.1203
C -0.83211 -1.30577 3.32020 -0.2900
C -1.22469 -1.96146 4.46942 0.0509
C -0.84159 -3.28275 4.64804 0.0087
C -0.06447 -3.88721 3.67614 -0.0098
C 0.27455 -3.15881 2.54734 -0.0994
N -0.10867 -1.89638 2.35992 0.0196
H -1.90505 5.74160 1.65764 0.1264
H -1.20224 4.41992 -0.29955 0.1095
H -0.72077 1.98307 -0.02982 0.0497
H -1.62952 2.24879 4.13132 0.1207
H -2.10327 4.67145 3.87576 0.1282
H -1.81717 -1.42341 5.19690 0.1380
H -1.13936 -3.82834 5.53351 0.1363
H 0.28177 -4.90520 3.78846 0.1274
H 0.88856 -3.59624 1.77018 0.1077
N 1.13670 -4.09230 -2.37937 0.2446
C 1.75898 -2.85644 -2.96436 0.0126
C 1.18136 -1.60282 -2.33018 -0.4472
O 1.26742 -0.57973 -3.18639 -0.0840
O 0.75736 -1.56352 -1.20990 0.0754
H 1.81714 -4.85653 -2.31439 0.1968
H 0.35521 -4.43764 -2.94552 0.1964
H 0.78503 -3.90282 -1.43416 0.1684
H 1.61955 -2.83384 -4.04220 0.1615
H 2.83244 -2.88004 -2.77027 0.1708
C 1.27010 1.71517 -4.54535 -0.1102
P 0.83213 1.00714 -2.98714 0.8723
C -0.92117 1.05045 -2.69421 -0.1171
C 1.79598 1.69018 -1.66067 -0.1162
H 0.98887 2.77291 -4.54416 0.1014
H 0.73888 1.20584 -5.35194 0.0943
H 2.34733 1.63300 -4.70463 0.0949
H -1.27636 2.07570 -2.83387 0.1009
H -1.16851 0.71829 -1.68596 0.0455
H -1.42261 0.41235 -3.42542 0.0945
H 1.65371 2.77548 -1.64952 0.1015
H 2.85225 1.48102 -1.84895 0.0961
H 1.51275 1.28712 -0.68749 0.0473
```

relative energy (zero: lowest compared OMol25 entry of this formula, charge and spin) = 0.147 eV
orbital gap (spin up / spin down) = 6.74 / 6.65 eV
calculated total energy = -70668.49977 eV
<S²> = 0.757
2S+1 = 2
total charge = +3
highest occupied orbital energy (spin up / spin down) = -16.416 / -16.364 eV